# 1
A cluster of 2 separate species, C5H10O in total. Source: the Open Molecules 2025 dataset; level of theory: ωB97M-V with the def2-TZVPD basis set.

The calculation puts the energy above the lowest of the compared OMol25 structures with the same formula, charge and spin at 2.750 eV.

Geometry as ORCA input:
```
! RIJCOSX wB97M-V def2-TZVPD def2/J DEFGRID3
* xyz 0 1
C -1.6200 0.8065 3.2728
C -1.2649 0.5423 2.0216
C -1.5304 -0.7973 1.3514
H -1.9692 1.7869 3.6096
H -2.0049 0.0442 3.9404
H -0.7255 1.3813 1.5672
H -0.9210 -0.8766 0.4448
H -1.3577 -1.6460 2.0234
H -2.5821 -0.9363 1.1067
C 2.8269 -0.5636 -3.1193
C 1.6384 0.0123 -2.9462
O 1.5179 1.0617 -2.0836
H 2.9081 -1.6129 -3.3559
H 3.6884 -0.0689 -2.6773
H 0.7450 -0.5705 -3.1082
H 0.6507 1.4370 -2.0473
*
```

Charge distribution, Mulliken scheme, values in e: atom 1 (C): -0.780, atom 2 (C): 0.074, atom 3 (C): -0.898, atom 4 (H): 0.248, atom 5 (H): 0.265, atom 6 (H): 0.287, atom 7 (H): 0.229, atom 8 (H): 0.320, atom 9 (H): 0.255, atom 10 (C): -0.674, atom 11 (C): 0.082, atom 12 (O): -0.492, atom 13 (H): 0.248, atom 14 (H): 0.248, atom 15 (H): 0.260, atom 16 (H): 0.326

# 2
A cluster of 2 separate species, C5H12NO2P in total. Source: the Open Molecules 2025 dataset; level of theory: ωB97M-V with the def2-TZVPD basis set.

The calculation puts the energy above the lowest of the compared OMol25 structures with the same formula, charge and spin at 4.287 eV.

Geometry as ORCA input:
```
! RIJCOSX wB97M-V def2-TZVPD def2/J DEFGRID3
* xyz 0 1
C 1.1894 0.3359 2.5389
C -1.1850 -0.7064 0.0564
C -1.5120 -0.5474 -1.4271
C 1.3845 -0.5538 -0.3480
C 0.1652 -0.1948 0.4873
N 0.3051 -0.2351 1.8409
O -2.8182 -0.9732 -1.7276
O 1.6451 0.3098 -1.4274
P 0.2817 2.3651 -0.2468
H 1.2130 0.1165 3.5960
H 1.9087 1.0599 2.1509
H -1.9530 -0.1964 0.6400
H -1.2311 -1.7729 0.3169
H -1.4767 0.5103 -1.7057
H -0.7894 -1.1115 -2.0400
H 1.2918 -1.5902 -0.7075
H 2.2748 -0.4926 0.2867
H -2.9304 -1.8806 -1.4218
H 0.9301 0.2481 -2.0702
H -0.2662 2.7911 0.9664
H 1.5726 2.5183 0.2418
*
```

Charge distribution, Mulliken scheme, values in e: atom 1 (C): -0.342, atom 2 (C): -0.438, atom 3 (C): -0.456, atom 4 (C): -0.661, atom 5 (C): 0.313, atom 6 (N): -0.453, atom 7 (O): -0.526, atom 8 (O): -0.551, atom 9 (P): 0.097, atom 10 (H): 0.291, atom 11 (H): 0.241, atom 12 (H): 0.225, atom 13 (H): 0.358, atom 14 (H): 0.237, atom 15 (H): 0.227, atom 16 (H): 0.283, atom 17 (H): 0.453, atom 18 (H): 0.323, atom 19 (H): 0.364, atom 20 (H): 0.029, atom 21 (H): -0.014

# 3
An isolated molecule of C10H17NO3. Source: the Open Molecules 2025 dataset; level of theory: ωB97M-V with the def2-TZVPD basis set.

The calculation puts the energy above the lowest of the compared OMol25 structures with the same formula, charge and spin at 7.247 eV.

Geometry as ORCA input:
```
! RIJCOSX wB97M-V def2-TZVPD def2/J DEFGRID3
* xyz 0 1
C 1.2554 0.9692 -1.9926
C -1.0462 -0.7162 -0.3769
C -0.1358 1.6225 -1.8979
C -0.4988 1.6626 -0.3535
C -0.2589 0.3309 0.3047
C 0.3132 2.7504 0.4332
C 1.7039 -0.2407 1.6686
C -0.9710 -4.2173 -0.1791
C 0.1062 -0.0263 1.6551
C -1.6964 -2.9077 -0.4494
N 1.4411 -0.0506 -1.3923
O 2.0152 -1.1037 -1.2867
O -1.6792 -0.5369 -1.4212
O -0.9745 -1.9254 0.2499
H 2.0302 1.3846 -2.6708
H -0.3364 2.5526 -2.3674
H -0.9463 0.9057 -2.2107
H -1.5541 1.9885 -0.3754
H 1.3610 2.5194 0.6371
H -0.0306 2.9859 1.4470
H 0.1821 3.6199 -0.1435
H 2.0461 -1.0298 0.9160
H 2.1127 -0.5302 2.5908
H 2.2084 0.7621 1.4855
H -0.1653 -3.9861 0.5497
H -1.6277 -5.0755 0.0440
H -0.2890 -4.5157 -0.9990
H -0.2117 0.7693 2.3407
H -0.2962 -0.9457 2.1075
H -2.8084 -2.9125 -0.1219
H -1.6805 -2.7382 -1.5599
*
```

Charge distribution, Mulliken scheme, values in e: atom 1 (C): -0.484, atom 2 (C): 0.644, atom 3 (C): -0.771, atom 4 (C): 0.740, atom 5 (C): -0.404, atom 6 (C): -1.506, atom 7 (C): -1.099, atom 8 (C): -1.089, atom 9 (C): -0.586, atom 10 (C): -0.185, atom 11 (N): 0.588, atom 12 (O): -0.633, atom 13 (O): -0.743, atom 14 (O): -0.258, atom 15 (H): 0.436, atom 16 (H): 0.559, atom 17 (H): 0.306, atom 18 (H): 0.380, atom 19 (H): 0.232, atom 20 (H): 0.380, atom 21 (H): 0.486, atom 22 (H): 0.250, atom 23 (H): 0.512, atom 24 (H): 0.169, atom 25 (H): 0.256, atom 26 (H): 0.302, atom 27 (H): 0.329, atom 28 (H): 0.307, atom 29 (H): 0.308, atom 30 (H): 0.307, atom 31 (H): 0.266

# 4
A structure of composition C47H41F5N4PtS3Te. Source: the Open Molecules 2025 dataset; level of theory: ωB97M-V with the def2-TZVPD basis set.

Its total energy is -111989.444 eV.

Geometry as ORCA input:
```
! RIJCOSX wB97M-V def2-TZVPD def2/J DEFGRID3
* xyz 0 1
Pt 1.1390 -1.3248 0.3062
N -0.9191 -1.1077 0.6535
S -2.0005 -1.2779 -0.3240
N -2.8829 0.0788 -0.6759
S -2.1880 1.4732 -0.6048
N -0.6601 1.6302 -0.7353
S 0.5248 0.8809 -1.6185
N 0.5603 -0.5656 -1.8160
C 0.3329 1.7685 -3.1849
C 1.0257 2.9282 -3.4842
C 0.8163 3.5434 -4.7082
C -0.0897 3.0086 -5.6100
C -0.7909 1.8542 -5.2951
C -0.5727 1.2303 -4.0813
C 1.9573 1.7017 -0.8926
C 1.7932 2.7311 0.0151
C 2.9177 3.3383 0.5503
C 4.1808 2.9060 0.1760
C 4.3326 1.8730 -0.7379
C 3.2135 1.2722 -1.2905
C -3.0273 2.4355 -1.8361
C -2.3705 3.5298 -2.3986
C -2.9935 4.2716 -3.3779
C -4.2754 3.9330 -3.7973
C -4.9286 2.8417 -3.2294
C -4.3151 2.0919 -2.2485
C -2.4880 2.2346 0.9745
C -2.1742 3.5787 1.1526
C -2.3416 4.1575 2.3946
C -2.8141 3.3980 3.4576
C -3.1332 2.0586 3.2677
C -2.9745 1.4705 2.0271
C -3.3124 -2.3039 0.3878
C -4.4330 -2.6059 -0.3587
C -5.4246 -3.3921 0.2006
C -5.2805 -3.8694 1.4933
C -4.1546 -3.5526 2.2373
C -3.1591 -2.7667 1.6821
C -1.7660 -1.9872 -1.9790
C -0.7727 -2.9297 -2.1597
C -0.5129 -3.3986 -3.4354
C -1.2689 -2.9502 -4.5084
C -2.2906 -2.0377 -4.3082
C -2.5329 -1.5388 -3.0364
H 1.7236 3.3483 -2.7756
H 1.3689 4.4367 -4.9612
H -0.2459 3.4918 -6.5624
H -1.4963 1.4396 -6.0003
H -1.0880 0.3219 -3.8071
H 0.7933 3.0099 0.3114
H 2.8099 4.1299 1.2768
H 5.0533 3.3739 0.6080
H 5.3185 1.5234 -1.0048
H 3.2906 0.4707 -2.0114
H -1.3711 3.7595 -2.0654
H -2.4842 5.1148 -3.8196
H -4.7634 4.5208 -4.5584
H -5.9219 2.5827 -3.5633
H -4.7982 1.2424 -1.7909
H -1.7918 4.1525 0.3243
H -2.1000 5.1997 2.5453
H -2.9201 3.8451 4.4343
H -3.4958 1.4697 4.0961
H -3.1868 0.4249 1.8578
H -4.5136 -2.2262 -1.3638
H -6.3021 -3.6380 -0.3770
H -6.0528 -4.4885 1.9234
H -4.0507 -3.9224 3.2453
H -2.2601 -2.5023 2.2188
H -0.1871 -3.2454 -1.3075
H 0.2899 -4.0999 -3.5956
H -1.0589 -3.3062 -5.5069
H -2.8876 -1.6939 -5.1410
H -3.2889 -0.7840 -2.8739
C 5.0857 -3.2446 6.7517
C 4.4746 -2.5508 5.5726
C 5.2305 -1.7023 4.7802
C 4.6637 -0.9786 3.7431
C 5.5365 -0.0998 2.8999
C 3.2983 -1.1104 3.4836
Te 2.3629 0.1563 2.0567
C 2.5400 -2.0305 4.2124
C 1.1118 -2.3008 3.8566
C 3.1370 -2.7284 5.2510
H 6.1701 -3.1892 6.7136
H 4.7916 -4.2900 6.7915
H 4.7485 -2.7697 7.6726
H 6.2882 -1.5994 4.9811
H 6.5859 -0.2306 3.1583
H 5.2708 0.9502 3.0303
H 5.3987 -0.3528 1.8493
H 1.0620 -2.7247 2.8469
H 0.5224 -1.3822 3.8401
H 0.6623 -3.0018 4.5566
H 2.5489 -3.4358 5.8207
F 2.0134 -3.9803 -0.3258
C 2.6019 -2.8098 0.1399
F 3.1663 -3.1998 1.3445
C 3.7972 -2.5621 -0.7795
F 4.5488 -1.5408 -0.3264
F 3.4283 -2.2406 -2.0262
F 4.6250 -3.6135 -0.8939
*
```

Results of the Mulliken charge analysis, in e, for atoms 1 through 99: atom 1 (Pt): 2.147, atom 2 (N): -0.791, atom 3 (S): 1.795, atom 4 (N): -0.290, atom 5 (S): 1.553, atom 6 (N): 0.049, atom 7 (S): 1.572, atom 8 (N): -1.018, atom 9 (C): -0.541, atom 10 (C): -0.265, atom 11 (C): -0.946, atom 12 (C): -0.671, atom 13 (C): -0.635, atom 14 (C): 0.169, atom 15 (C): -0.144, atom 16 (C): -0.350, atom 17 (C): -0.606, atom 18 (C): -0.460, atom 19 (C): -0.839, atom 20 (C): -0.454, atom 21 (C): 0.418, atom 22 (C): -0.337, atom 23 (C): -0.900, atom 24 (C): -0.684, atom 25 (C): -0.808, atom 26 (C): -0.529, atom 27 (C): 0.307, atom 28 (C): -0.354, atom 29 (C): -0.850, atom 30 (C): -0.508, atom 31 (C): -0.865, atom 32 (C): -0.201, atom 33 (C): -0.217, atom 34 (C): -0.401, atom 35 (C): -0.845, atom 36 (C): -0.486, atom 37 (C): -0.793, atom 38 (C): -0.465, atom 39 (C): 0.850, atom 40 (C): -0.820, atom 41 (C): -0.787, atom 42 (C): -0.701, atom 43 (C): -0.481, atom 44 (C): -0.443, atom 45 (H): 0.457, atom 46 (H): 0.446, atom 47 (H): 0.418, atom 48 (H): 0.496, atom 49 (H): 0.304, atom 50 (H): 0.369, atom 51 (H): 0.397, atom 52 (H): 0.388, atom 53 (H): 0.388, atom 54 (H): 0.523, atom 55 (H): 0.524, atom 56 (H): 0.484, atom 57 (H): 0.424, atom 58 (H): 0.459, atom 59 (H): 0.508, atom 60 (H): 0.376, atom 61 (H): 0.434, atom 62 (H): 0.414, atom 63 (H): 0.464, atom 64 (H): 0.411, atom 65 (H): 0.346, atom 66 (H): 0.430, atom 67 (H): 0.400, atom 68 (H): 0.442, atom 69 (H): 0.660, atom 70 (H): 0.478, atom 71 (H): 0.481, atom 72 (H): 0.409, atom 73 (H): 0.426, atom 74 (H): 0.350, atom 75 (C): -1.555, atom 76 (C): 0.769, atom 77 (C): -1.124, atom 78 (C): 0.882, atom 79 (C): -1.387, atom 80 (C): -0.269, atom 81 (Te): 0.260, atom 82 (C): 0.850, atom 83 (C): -1.320, atom 84 (C): -1.184, atom 85 (H): 0.357, atom 86 (H): 0.362, atom 87 (H): 0.297, atom 88 (H): 0.268, atom 89 (H): 0.381, atom 90 (H): 0.294, atom 91 (H): 0.146, atom 92 (H): 0.144, atom 93 (H): 0.263, atom 94 (H): 0.429, atom 95 (H): 0.316, atom 96 (F): -0.282, atom 97 (C): 0.231, atom 98 (F): -0.183, atom 99 (C): 0.341

# 5
A cluster of 2 separate species, C3H13N3 in total. Source: the Open Molecules 2025 dataset; level of theory: ωB97M-V with the def2-TZVPD basis set.

The calculation puts the energy above the lowest of the compared OMol25 structures with the same formula, charge and spin at 0.566 eV.

Geometry as ORCA input:
```
! RIJCOSX wB97M-V def2-TZVPD def2/J DEFGRID3
* xyz 0 1
C -2.0187 1.0431 0.9677
C -2.1789 -0.4307 0.6266
N -1.7874 -0.6117 -0.7637
H -2.6066 1.5639 0.2245
H -2.3677 1.2488 1.9993
H -1.0245 1.4357 0.8955
H -1.5569 -1.0657 1.2946
H -3.1453 -0.7543 0.9942
H -1.7657 -1.5827 -1.0486
H -2.4257 -0.1104 -1.3751
N 2.3726 -1.1529 -0.1217
C 1.4627 -0.0839 -0.4608
N 2.0573 1.2890 -0.3374
H 3.1030 -1.4949 -0.7198
H 2.4864 -1.3400 0.8586
H 1.2582 -0.2033 -1.5432
H 0.5415 -0.1925 0.1106
H 2.0985 1.4220 0.6741
H 3.0399 1.1855 -0.5764
*
```

Charge distribution, Mulliken scheme, values in e: atom 1 (C): -0.908, atom 2 (C): -0.482, atom 3 (N): -0.457, atom 4 (H): 0.254, atom 5 (H): 0.320, atom 6 (H): 0.258, atom 7 (H): 0.294, atom 8 (H): 0.352, atom 9 (H): 0.202, atom 10 (H): 0.200, atom 11 (N): -0.485, atom 12 (C): 0.233, atom 13 (N): -0.666, atom 14 (H): 0.170, atom 15 (H): 0.159, atom 16 (H): 0.275, atom 17 (H): -0.221, atom 18 (H): 0.239, atom 19 (H): 0.264

# 6
A structure of composition C17H16BrIIrN3O3Se. Source: the Open Molecules 2025 dataset; level of theory: ωB97M-V with the def2-TZVPD basis set.

The calculation puts the energy above the lowest of the compared OMol25 structures with the same formula, charge and spin at 1.555 eV.

Geometry as ORCA input:
```
! RIJCOSX wB97M-V def2-TZVPD def2/J DEFGRID3
* xyz 2 1
Ir -0.3972 1.3620 -0.6520
O -0.5285 3.0323 5.1546
C -0.4853 2.5632 3.9234
C -0.4437 1.2026 3.5988
C -0.4042 0.8234 2.2819
N -0.4133 1.7411 1.2918
C -0.4293 3.0506 1.6158
Br -0.3290 4.1413 0.0723
C -0.4691 3.5186 2.8922
H -0.5428 2.3349 5.8255
H -0.4452 0.4394 4.3655
H -0.3911 -0.2134 1.9792
H -0.4814 4.5757 3.1149
C 1.8231 -2.1626 -2.3773
N 2.0335 -0.8672 -3.0280
C 2.2981 -0.7131 -4.3615
C 2.4685 0.6154 -4.5862
N 2.3083 1.2491 -3.3851
C 2.4724 2.6907 -3.1760
C 2.0379 0.3386 -2.4326
Se 1.8889 0.6875 -0.5706
H 1.8681 -2.9269 -3.1467
H 0.8434 -2.1788 -1.9116
H 2.6028 -2.3357 -1.6401
H 2.3401 -1.5507 -5.0353
H 2.6892 1.1524 -5.4920
H 2.6336 3.1506 -4.1460
H 3.3296 2.8724 -2.5328
H 1.5720 3.1017 -2.7269
I -1.1340 -5.2309 3.4535
C -1.6519 -3.6718 2.1955
C -2.9553 -3.1817 2.1897
C -3.2935 -2.1341 1.3523
C -2.3345 -1.5638 0.5145
C -1.0372 -2.0694 0.5135
C -0.6930 -3.1155 1.3482
C -2.7662 -0.4349 -0.3148
O -3.8432 0.0448 -0.4240
O -1.7563 0.1885 -1.1158
H -3.7027 -3.6188 2.8370
H -4.3050 -1.7500 1.3359
H -0.2901 -1.6461 -0.1431
H 0.3136 -3.5114 1.3425
*
```

Charge distribution, Mulliken scheme, values in e: atom 1 (Ir): 1.518, atom 2 (O): -0.478, atom 3 (C): 0.976, atom 4 (C): -0.658, atom 5 (C): -0.344, atom 6 (N): -0.568, atom 7 (C): 0.257, atom 8 (Br): -0.066, atom 9 (C): -0.527, atom 10 (H): 0.337, atom 11 (H): 0.379, atom 12 (H): 0.524, atom 13 (H): 0.509, atom 14 (C): -0.765, atom 15 (N): 0.157, atom 16 (C): -0.327, atom 17 (C): -0.319, atom 18 (N): 0.179, atom 19 (C): -0.761, atom 20 (C): -0.269, atom 21 (Se): -0.153, atom 22 (H): 0.312, atom 23 (H): 0.295, atom 24 (H): 0.342, atom 25 (H): 0.450, atom 26 (H): 0.455, atom 27 (H): 0.317, atom 28 (H): 0.361, atom 29 (H): 0.267, atom 30 (I): 0.221, atom 31 (C): -0.300, atom 32 (C): -0.386, atom 33 (C): -0.925, atom 34 (C): 0.604, atom 35 (C): 0.315, atom 36 (C): -0.179, atom 37 (C): 0.168, atom 38 (O): -0.471, atom 39 (O): -0.581, atom 40 (H): 0.418, atom 41 (H): 0.528, atom 42 (H): -0.242, atom 43 (H): 0.433